Computed, not measured: a 9-piece molecular cluster, C63H69ClF11N6O7P2S overall in a non-equilibrium geometry, with ωB97M-V with the def2-TZVPD basis set.

Output
- M (g/mol) = 1360.73
- HOMO energy (eV) = -10.47
- DFT total energy (Eh) = -5936.603884
- total charge = +1

Bonds (Å) are listed after each position.
Element x y z (Å)
1 C 5.836 -3.151 -4.003  C2 1.544, H36 1.089, H37 1.088, H38 1.090
2 C 6.398 -3.038 -2.570  C1 1.544, O3 1.420, H39 1.090, H40 1.095
3 O 5.948 -1.899 -1.851  C2 1.420, C4 1.422
4 C 6.537 -0.695 -2.329  O3 1.422, C5 1.539, H41 1.091, H42 1.093
5 C 5.503 0.436 -2.465  C4 1.539, O6 1.432, H43 1.091, H44 1.093
6 O 4.531 0.273 -1.427  C5 1.432, C7 1.387
7 C 3.302 0.847 -1.717  O6 1.387, N8 1.481, H45 1.092, H46 1.096
8 N 2.640 1.076 -0.412  C7 1.481, C9 1.319, P32 1.740
9 C 2.008 0.092 0.199  N8 1.319, N10 1.381, N28 1.362
10 N 1.256 0.268 1.343  C9 1.381, C11 1.491, C16 1.466
11 C -0.060 0.962 1.249  N10 1.491, C12 1.543, H47 1.090, H48 1.086
12 C -0.328 1.978 2.379  C11 1.543, C13 1.534, H49 1.091, H50 1.087
13 C -1.249 3.107 1.898  C12 1.534, O14 1.424, H51 1.087, H52 1.094
14 O -1.242 4.168 2.848  C13 1.424, C15 1.405
15 C -0.139 5.024 2.687  O14 1.405, H53 1.088, H54 1.100, H55 1.098
16 C 1.342 -1.029 2.022  N10 1.466, Cl17 1.846, P18 1.902, C21 1.537
17 Cl 3.065 -1.024 2.685  C16 1.846
18 P 0.235 -1.267 3.550  C16 1.902, N19 1.701, O20 1.647
19 N 0.994 -2.632 4.223  P18 1.701, H56 1.022, H57 1.019
20 O 0.719 -0.008 4.496  P18 1.647, H58 0.967
21 C 1.190 -1.992 0.834  C16 1.537, C22 1.586, C24 1.535, N28 1.493
22 C -0.299 -2.043 0.290  C21 1.586, N23 1.472, H59 1.088, H60 1.089
23 N -0.481 -1.155 -0.870  C22 1.472, H61 1.016, H62 1.018
24 C 1.619 -3.456 1.001  C21 1.535, F25 1.341, F26 1.337, F27 1.328
25 F 0.690 -4.037 1.774  C24 1.341
26 F 1.632 -4.088 -0.177  C24 1.337
27 F 2.802 -3.626 1.580  C24 1.328
28 N 1.968 -1.217 -0.177  C9 1.362, C21 1.493, O29 1.426
29 O 3.193 -1.852 -0.539  N28 1.426, C30 1.315
30 C 3.131 -2.189 -1.808  O29 1.315, N31 1.152
31 N 2.890 -2.445 -2.905  C30 1.152
32 P 2.751 2.667 0.285  N8 1.740, O33 1.597, O34 1.597, S35 1.924
33 O 1.344 3.384 0.049  P32 1.597, H63 0.973
34 O 3.016 2.439 1.843  P32 1.597, H64 0.970
35 S 4.155 3.725 -0.497  P32 1.924
36 H 5.011 -3.862 -4.011  C1 1.089
37 H 5.468 -2.194 -4.369  C1 1.088
38 H 6.583 -3.550 -4.689  C1 1.090
39 H 6.083 -3.912 -2.003  C2 1.090
40 H 7.492 -3.070 -2.605  C2 1.095
41 H 7.012 -0.894 -3.291  C4 1.091
42 H 7.300 -0.381 -1.612  C4 1.093
43 H 5.050 0.459 -3.458  C5 1.091
44 H 6.027 1.370 -2.244  C5 1.093
45 H 3.451 1.792 -2.244  C7 1.092
46 H 2.658 0.229 -2.355  C7 1.096
47 H -0.082 1.478 0.289  C11 1.090
48 H -0.885 0.257 1.238  C11 1.086
49 H -0.873 1.444 3.159  C12 1.091
50 H 0.590 2.334 2.838  C12 1.087
51 H -2.275 2.750 1.893  C13 1.087
52 H -0.974 3.483 0.908  C13 1.094
53 H -0.063 5.681 3.552  C15 1.088
54 H 0.811 4.475 2.614  C15 1.100
55 H -0.275 5.666 1.805  C15 1.098
56 H 1.996 -2.459 4.324  N19 1.022
57 H 0.613 -2.736 5.162  N19 1.019
58 H 1.184 -0.316 5.286  O20 0.967
59 H -1.000 -1.781 1.080  C22 1.088
60 H -0.553 -3.064 0.008  C22 1.089
61 H -1.471 -1.056 -1.075  N23 1.016
62 H -0.120 -1.680 -1.663  N23 1.018
63 H 1.183 4.046 0.744  O33 0.973
64 H 3.302 3.288 2.215  O34 0.970
65 F 1.669 -1.100 7.717  C66 1.358
66 C 2.835 -0.467 8.004  F65 1.358, C67 1.381, C71 1.381
67 C 3.193 0.635 7.252  C66 1.381, C68 1.388, H72 1.084
68 C 4.385 1.284 7.540  C67 1.388, C69 1.387, H73 1.082
69 C 5.201 0.823 8.563  C68 1.387, C70 1.388, H74 1.081
70 C 4.825 -0.288 9.304  C69 1.388, C71 1.387, H75 1.081
71 C 3.631 -0.938 9.029  C66 1.381, C70 1.387, H76 1.082
72 H 2.546 0.982 6.456  C67 1.084
73 H 4.675 2.153 6.965  C68 1.082
74 H 6.130 1.331 8.782  C69 1.081
75 H 5.462 -0.652 10.098  C70 1.081
76 H 3.319 -1.802 9.601  C71 1.082
77 F -3.104 2.309 -0.429  C78 1.358
78 C -4.430 2.525 -0.228  F77 1.358, C79 1.379, C83 1.379
79 C -4.839 3.763 0.223  C78 1.379, C80 1.388, H84 1.082
80 C -6.194 3.979 0.430  C79 1.388, C81 1.389, H85 1.081
81 C -7.109 2.962 0.190  C80 1.389, C82 1.388, H86 1.082
82 C -6.670 1.724 -0.260  C81 1.388, C83 1.387, H87 1.079
83 C -5.319 1.501 -0.477  C78 1.379, C82 1.387, H88 1.082
84 H -4.109 4.540 0.410  C79 1.082
85 H -6.536 4.945 0.778  C80 1.081
86 H -8.164 3.134 0.356  C81 1.082
87 H -7.379 0.933 -0.444  C82 1.079
88 H -4.956 0.545 -0.833  C83 1.082
89 F -3.968 0.049 -4.600  C90 1.347
90 C -3.420 -1.181 -4.599  F89 1.347, C91 1.380, C95 1.381
91 C -2.045 -1.302 -4.611  C90 1.380, C92 1.388, H96 1.084
92 C -1.480 -2.569 -4.605  C91 1.388, C93 1.389, H97 1.083
93 C -2.293 -3.695 -4.596  C92 1.389, C94 1.390, H98 1.082
94 C -3.675 -3.552 -4.588  C93 1.390, C95 1.388, H99 1.082
95 C -4.248 -2.287 -4.584  C90 1.381, C94 1.388, H100 1.082
96 H -1.426 -0.412 -4.628  C91 1.084
97 H -0.402 -2.676 -4.610  C92 1.083
98 H -1.850 -4.683 -4.596  C93 1.082
99 H -4.310 -4.428 -4.588  C94 1.082
100 H -5.322 -2.155 -4.572  C95 1.082
101 F -6.994 -5.597 -9.570  C102 1.345
102 C -5.888 -5.888 -8.862  F101 1.345, C103 1.381, C107 1.381
103 C -5.103 -4.854 -8.392  C102 1.381, C104 1.387, H108 1.082
104 C -3.965 -5.159 -7.659  C103 1.387, C105 1.389, H109 1.081
105 C -3.626 -6.483 -7.412  C104 1.389, C106 1.389, H110 1.083
106 C -4.429 -7.507 -7.897  C105 1.389, C107 1.387, H111 1.082
107 C -5.573 -7.212 -8.625  C102 1.381, C106 1.387, H112 1.082
108 H -5.382 -3.830 -8.601  C103 1.082
109 H -3.342 -4.361 -7.279  C104 1.081
110 H -2.736 -6.716 -6.843  C105 1.083
111 H -4.165 -8.539 -7.710  C106 1.082
112 H -6.215 -7.994 -9.007  C107 1.082
113 F -7.342 -0.171 1.773  C114 1.351
114 C -8.394 0.151 2.556  F113 1.351, C115 1.380, C119 1.380
115 C -8.165 0.517 3.867  C114 1.380, C116 1.387, H120 1.082
116 C -9.249 0.854 4.665  C115 1.387, C117 1.389, H121 1.082
117 C -10.537 0.814 4.148  C116 1.389, C118 1.388, H122 1.082
118 C -10.743 0.440 2.827  C117 1.388, C119 1.388, H123 1.082
119 C -9.665 0.108 2.019  C114 1.380, C118 1.388, H124 1.082
120 H -7.154 0.537 4.251  C115 1.082
121 H -9.087 1.149 5.693  C116 1.082
122 H -11.379 1.074 4.774  C117 1.082
123 H -11.746 0.404 2.424  C118 1.082
124 H -9.804 -0.181 0.985  C119 1.082
125 F 2.059 6.303 0.418  C126 1.364
126 C 2.471 7.342 -0.364  F125 1.364, C127 1.381, C131 1.379
127 C 3.292 7.090 -1.446  C126 1.381, C128 1.387, H132 1.081
128 C 3.697 8.157 -2.234  C127 1.387, C129 1.389, H133 1.081
129 C 3.287 9.448 -1.929  C128 1.389, C130 1.388, H134 1.082
130 C 2.466 9.675 -0.834  C129 1.388, C131 1.388, H135 1.081
131 C 2.048 8.614 -0.042  C126 1.379, C130 1.388, H136 1.082
132 H 3.604 6.078 -1.665  C127 1.081
133 H 4.335 7.979 -3.089  C128 1.081
134 H 3.608 10.277 -2.545  C129 1.082
135 H 2.148 10.680 -0.592  C130 1.081
136 H 1.401 8.769 0.812  C131 1.082
137 F 5.724 -3.545 8.110  C138 1.345
138 C 5.027 -4.363 7.301  F137 1.345, C139 1.380, C143 1.381
139 C 4.171 -3.811 6.370  C138 1.380, C140 1.385, H144 1.084
140 C 3.447 -4.654 5.543  C139 1.385, C141 1.387, H145 1.078
141 C 3.587 -6.031 5.642  C140 1.387, C142 1.389, H146 1.082
142 C 4.457 -6.566 6.583  C141 1.389, C143 1.389, H147 1.081
143 C 5.184 -5.730 7.421  C138 1.381, C142 1.389, H148 1.082
144 H 4.067 -2.734 6.303  C139 1.084
145 H 2.779 -4.229 4.812  C140 1.078
146 H 3.017 -6.683 4.994  C141 1.082
147 H 4.567 -7.638 6.671  C142 1.081
148 H 5.867 -6.128 8.159  C143 1.082
149 F 1.864 1.918 -7.290  C150 1.344
150 C 0.913 2.160 -6.370  F149 1.344, C151 1.380, C155 1.380
151 C 1.290 2.368 -5.059  C150 1.380, C152 1.388, H156 1.083
152 C 0.311 2.621 -4.108  C151 1.388, C153 1.389, H157 1.084
153 C -1.028 2.654 -4.477  C152 1.389, C154 1.389, H158 1.082
154 C -1.385 2.437 -5.802  C153 1.389, C155 1.388, H159 1.082
155 C -0.410 2.193 -6.760  C150 1.380, C154 1.388, H160 1.082
156 H 2.339 2.333 -4.792  C151 1.083
157 H 0.597 2.798 -3.078  C152 1.084
158 H -1.792 2.847 -3.735  C153 1.082
159 H -2.427 2.456 -6.092  C154 1.082
160 H -0.668 2.029 -7.797  C155 1.082

Löwdin atomic charge list, values in e, 5 entries: C -0.0781; C -0.2535; O -0.1712; C -0.1629; C -0.1279